C5H5Br2NO2S as an isolated structure at a distorted geometry. Source: OMol25; level of theory: the ωB97M-V functional and the def2-TZVPD basis.

Structure (ORCA input):
```
! wB97M-V def2-TZVPD RIJCOSX def2/J DEFGRID3
* xyz 0 1
C -0.38864 -1.43745 1.35547
C 0.50759 0.19304 -0.41669
C 2.53583 0.38571 0.68340
C -2.00413 -0.07076 -1.20218
C -1.28651 0.60698 -0.06805
N 0.37368 -2.27970 1.17562
O 0.83301 -0.39129 -1.38190
O 1.12965 0.59805 0.61981
S -1.41646 -0.12870 1.60090
Br -3.94119 -0.19164 -1.13230
Br -1.46831 2.46660 0.24276
H 2.98658 1.26457 0.25790
H 2.71807 -0.66531 0.13083
H 2.73360 0.39337 1.74876
H -1.71031 0.39068 -2.25699
H -1.60245 -1.13414 -1.35733
*
```

Properties
max |F|: 4.31 eV Å⁻¹
E_HOMO: -0.358 hartree
energy relative to the best compared isomer or geometry (same formula, charge and spin): 0.000 eV
gap between HOMO and LUMO: 10.021 eV
LUMO: 0.010 Eh



The molecule C5H5BrN2O at a distorted geometry. Source: OMol25; level of theory: the ωB97M-V functional and the def2-TZVPD basis.

Structure (ORCA input):
```
! wB97M-V def2-TZVPD RIJCOSX def2/J DEFGRID3
* xyz 0 1
C 1.33882 0.74282 -1.20283
C 0.11213 -1.33847 -1.46455
C 2.69029 -0.41723 -2.87754
C -0.65474 -2.40202 -1.33507
C -0.18744 0.03827 0.50587
N 2.22312 0.28639 -1.99241
N 0.38450 -0.28624 -0.75016
O -1.86768 -2.51564 -1.50724
Br 4.28823 -1.36754 -2.72009
H 1.09082 1.70743 -0.79962
H 0.01859 -3.32747 -1.16816
H -1.14034 0.64754 0.53403
H -0.68789 -0.73650 1.08711
H 0.58209 0.49615 1.26138
*
```

Properties
max |F|: 5.42 eV Å⁻¹
E_HOMO: -0.316 hartree
energy relative to the best compared isomer or geometry (same formula, charge and spin): 5.405 eV
gap between HOMO and LUMO: 7.895 eV
LUMO: -0.026 Eh



A 2-piece molecular cluster, C5H5BrO overall at a distorted geometry. Source: OMol25; level of theory: the ωB97M-V functional and the def2-TZVPD basis.

Structure (ORCA input):
```
! wB97M-V def2-TZVPD RIJCOSX def2/J DEFGRID3
* xyz 0 1
C -1.20465 -1.09146 -0.28140
C -0.01514 -0.95097 0.29745
C -2.26875 -0.46789 -0.64607
C 0.55574 0.41733 0.09102
C 1.87289 0.74685 0.58011
O -0.04928 1.27235 -0.48434
Br -3.87204 -0.05915 0.18668
H 0.60888 -1.82632 0.41560
H -2.45951 -0.39044 -2.32549
H 2.36386 1.60903 0.11342
H 2.53074 -0.15214 0.33612
H 1.93726 0.89280 1.71691
*
```

Properties
max |F|: 5.67 eV Å⁻¹
E_HOMO: -0.356 hartree
energy relative to the best compared isomer or geometry (same formula, charge and spin): 2.992 eV
gap between HOMO and LUMO: 9.086 eV
LUMO: -0.022 Eh



C5H5CdO as an isolated structure at a distorted geometry. Source: OMol25; level of theory: the ωB97M-V functional and the def2-TZVPD basis.

Structure (ORCA input):
```
! wB97M-V def2-TZVPD RIJCOSX def2/J DEFGRID3
* xyz 1 1
C -1.25298 -0.47977 -0.65506
C -1.90760 -1.58702 -1.04984
C -1.57956 0.68817 -1.46683
O -0.76685 1.63947 -1.44768
Cd 0.45742 0.64815 -0.05096
H -1.85962 -2.40651 -0.29671
H -2.86370 -1.56917 -1.59101
H -2.55428 0.83238 -1.97360
C 2.14842 0.62897 1.32724
C 3.12305 0.55680 2.14977
H 3.79024 1.41351 2.32031
H 3.26546 -0.36497 2.73438
*
```

Properties
max |F|: 3.69 eV Å⁻¹
E_HOMO: -0.510 hartree
gap between HOMO and LUMO: 7.491 eV
LUMO: -0.235 Eh



The molecule C5H5Cl at a distorted geometry. Source: OMol25; level of theory: the ωB97M-V functional and the def2-TZVPD basis.

Structure (ORCA input):
```
! wB97M-V def2-TZVPD RIJCOSX def2/J DEFGRID3
* xyz 0 1
C -1.49752 2.24840 0.01449
C -1.05030 1.11879 0.07663
C -0.63474 -0.58762 0.29739
Cl -2.01124 -1.61328 -0.21280
C 0.63252 -0.85725 -0.45297
C 1.84064 -0.54433 -0.05667
H -1.83908 3.16195 -0.18925
H -0.79228 -0.67631 1.50020
H 0.53319 -1.54006 -1.33776
H 2.80859 -0.69714 -0.55347
H 2.01021 -0.01317 0.91420
*
```

Properties
max |F|: 5.21 eV Å⁻¹
E_HOMO: -0.375 hartree
energy relative to the best compared isomer or geometry (same formula, charge and spin): 3.448 eV
gap between HOMO and LUMO: 11.217 eV
LUMO: 0.037 Eh



The molecule C5H5Cl at a distorted geometry. Source: OMol25; level of theory: the ωB97M-V functional and the def2-TZVPD basis.

Structure (ORCA input):
```
! wB97M-V def2-TZVPD RIJCOSX def2/J DEFGRID3
* xyz 0 1
C 0.62246 2.31401 -1.07772
C 0.58299 1.33074 -0.41997
C 0.52687 -0.02241 0.50694
C -0.26913 -1.33953 0.15157
C -0.82708 -0.42609 1.15780
Cl -0.68267 -0.87913 2.84285
H 0.50670 3.13705 -1.71601
H 1.42942 -0.28941 1.09936
H -0.87675 -1.59393 -0.81814
H 0.32197 -2.19986 0.52972
H -1.65749 0.26234 0.93380
*
```

Properties
max |F|: 6.22 eV Å⁻¹
E_HOMO: -0.359 hartree
energy relative to the best compared isomer or geometry (same formula, charge and spin): 2.757 eV
gap between HOMO and LUMO: 10.826 eV
LUMO: 0.039 Eh



C5H5Cl2CoNO4Ti as an isolated structure at a distorted geometry. Source: OMol25; level of theory: the ωB97M-V functional and the def2-TZVPD basis.

Structure (ORCA input):
```
! wB97M-V def2-TZVPD RIJCOSX def2/J DEFGRID3
* xyz 4 6
Co 1.08533 -1.17784 -2.55225
Ti 0.89267 0.02809 0.04623
Cl -0.01195 0.74846 -2.18627
Cl 2.57936 -0.81357 1.27093
C -0.51634 -1.04174 0.57430
C 1.20154 -1.16400 -4.30666
C 2.25417 -2.38107 -2.06022
O -1.42154 -1.75456 0.89444
O 0.91277 -0.84684 -5.39667
O 2.77176 -3.42756 -1.98182
C -0.51832 3.94067 1.50076
C -0.65675 2.51326 1.05720
N -1.88335 2.03591 0.86355
O 0.34293 1.75519 0.83979
H -1.48711 4.40661 1.73403
H -0.05395 4.54767 0.71787
H 0.10039 4.02551 2.39762
H -1.99919 1.04906 0.59383
H -2.68964 2.62336 1.04727
*
```

Properties
<S²>: 8.794
max |F|: 13.91 eV Å⁻¹
E_HOMO (spin up / spin down): -0.968 / -0.977 hartree
energy relative to the best compared isomer or geometry (same formula, charge and spin): 2.057 eV
gap between HOMO and LUMO (spin up / spin down): 7.977 / 4.930 eV
LUMO (spin up / spin down): -0.675 / -0.796 Eh



A 2-piece molecular cluster, C5H5Cl2N overall at a distorted geometry. Source: OMol25; level of theory: the ωB97M-V functional and the def2-TZVPD basis.

Structure (ORCA input):
```
! wB97M-V def2-TZVPD RIJCOSX def2/J DEFGRID3
* xyz 0 1
C 1.64368 -2.27048 1.30728
C 0.97868 -1.58774 0.32546
N -0.23358 -1.03839 0.64265
C -1.10317 -0.47907 -0.06985
Cl -2.29847 0.48781 0.68045
Cl -1.52117 -0.58199 -1.86390
H 1.33437 -2.34619 2.32635
H 2.54807 -2.77954 1.24595
H 1.37999 -1.44296 -0.66227
C -1.08294 2.73478 -1.35305
C -0.27144 3.27667 -0.62867
H -1.76832 2.28291 -1.95060
H 0.39431 3.74419 0.00021
*
```

Properties
max |F|: 4.38 eV Å⁻¹
E_HOMO: -0.341 hartree
energy relative to the best compared isomer or geometry (same formula, charge and spin): 4.085 eV
gap between HOMO and LUMO: 9.329 eV
LUMO: 0.002 Eh



A 2-piece molecular cluster, C5H5Cl2N2O overall at a distorted geometry. Source: OMol25; level of theory: the ωB97M-V functional and the def2-TZVPD basis.

Structure (ORCA input):
```
! wB97M-V def2-TZVPD RIJCOSX def2/J DEFGRID3
* xyz 1 1
C 1.02069 -1.72893 -0.63772
C 2.44998 0.07182 -0.55480
C -3.82121 0.80185 0.45497
C 0.26986 0.42453 0.44242
C 0.06721 -0.97525 0.02154
N 2.22479 -1.14497 -0.86920
N 1.63616 0.77320 0.24989
O -4.81636 0.40132 0.23269
Cl -0.80401 1.67114 -0.52399
Cl -1.63791 -1.45595 0.10725
H 0.86994 -2.81526 -0.93908
H 3.50005 0.35791 -0.64759
H -2.81389 1.30056 0.53437
H -0.09556 0.53045 1.44337
H 1.95027 1.78757 0.68588
*
```

Properties
max |F|: 4.77 eV Å⁻¹
E_HOMO: -0.451 hartree
energy relative to the best compared isomer or geometry (same formula, charge and spin): 0.000 eV
gap between HOMO and LUMO: 6.385 eV
LUMO: -0.217 Eh



The molecule C5H5ClN2 at a distorted geometry. Source: OMol25; level of theory: the ωB97M-V functional and the def2-TZVPD basis.

Structure (ORCA input):
```
! wB97M-V def2-TZVPD RIJCOSX def2/J DEFGRID3
* xyz 0 1
N 1.53918 2.70759 0.05169
C 1.01067 1.63031 0.08456
C 0.23859 0.44575 -0.15572
C 0.76082 -0.80535 -0.22372
N 2.02210 -1.12388 -0.05391
C -1.21679 0.54312 -0.23046
C -2.13788 -0.17012 0.49658
Cl -3.77736 0.45011 -0.12971
H 0.15390 -1.70473 -0.48084
H 2.58703 -0.40036 0.23141
H 2.29605 -2.15373 -0.08919
H -1.48553 1.35243 -0.95226
H -1.99076 -0.77114 1.45157
*
```

Properties
max |F|: 4.99 eV Å⁻¹
E_HOMO: -0.313 hartree
energy relative to the best compared isomer or geometry (same formula, charge and spin): 1.762 eV
gap between HOMO and LUMO: 8.898 eV
LUMO: 0.014 Eh



A 2-piece molecular cluster, C5H5ClN2O2 overall at a distorted geometry. Source: OMol25; level of theory: the ωB97M-V functional and the def2-TZVPD basis.

Structure (ORCA input):
```
! wB97M-V def2-TZVPD RIJCOSX def2/J DEFGRID3
* xyz 0 1
H 0.53159 3.43600 -1.77325
N 1.20306 2.71842 -1.24441
C 0.69308 2.00147 -0.36208
N 1.46629 1.18552 0.42046
C 1.44078 -0.08465 0.58515
C 0.68391 -1.03450 -0.26955
C 0.57553 -2.25433 0.06839
Cl -0.09095 -0.35342 -1.68737
H -0.41337 1.94944 0.07103
H 2.18576 -0.48102 1.27475
H 1.15629 -2.73223 0.99037
H 0.09424 -3.02147 -0.42170
O -2.88927 -1.53422 0.92202
C -3.14029 -0.43463 0.78280
O -3.49665 0.63962 0.64337
*
```

Properties
max |F|: 5.90 eV Å⁻¹
E_HOMO: -0.347 hartree
energy relative to the best compared isomer or geometry (same formula, charge and spin): 2.435 eV
gap between HOMO and LUMO: 9.419 eV
LUMO: -0.001 Eh



The molecule C5H5ClN2S at a distorted geometry. Source: OMol25; level of theory: the ωB97M-V functional and the def2-TZVPD basis.

Structure (ORCA input):
```
! wB97M-V def2-TZVPD RIJCOSX def2/J DEFGRID3
* xyz 0 1
H -2.70259 -0.24616 0.40983
N -1.88642 -0.75349 0.33011
C -0.86583 -0.16736 -0.18431
C 0.33007 -0.95349 -0.57409
C -0.69793 1.29574 -0.51812
C -1.91895 1.87437 -0.02244
N -2.90367 2.46190 0.16763
C -0.46790 1.60784 -1.97927
S 0.93932 2.21638 -2.49332
Cl -1.72792 0.94613 -2.97579
H 0.30309 -1.40717 -1.59199
H 1.12314 -0.31634 -0.41391
H 0.39373 -1.76709 0.11521
H 0.10984 1.98133 0.01345
*
```

Properties
max |F|: 3.86 eV Å⁻¹
E_HOMO: -0.367 hartree
energy relative to the best compared isomer or geometry (same formula, charge and spin): 0.130 eV
gap between HOMO and LUMO: 8.566 eV
LUMO: -0.052 Eh



The molecule C5H5ClN2S at a distorted geometry. Source: OMol25; level of theory: the ωB97M-V functional and the def2-TZVPD basis.

Structure (ORCA input):
```
! wB97M-V def2-TZVPD RIJCOSX def2/J DEFGRID3
* xyz 0 1
C 0.50185 1.06330 -1.93363
C -0.36103 0.16215 -1.16736
S -1.74135 -0.66101 -1.74110
Cl -3.07646 -0.10596 -0.23993
N -0.05028 -0.01295 0.14770
C 0.06644 -1.30077 0.67284
C 0.65967 -1.08627 1.91613
N 0.94330 0.27968 2.04964
C 0.45252 0.86305 0.99519
H 0.32946 1.34044 -2.96739
H 1.27867 1.58883 -1.41085
H -0.43688 -2.16613 0.12458
H 0.82506 -1.91503 2.69986
H 0.60903 1.95067 0.85432
*
```

Properties
max |F|: 7.11 eV Å⁻¹
E_HOMO (spin up / spin down): -0.335 / -0.335 hartree
energy relative to the best compared isomer or geometry (same formula, charge and spin): 0.000 eV
gap between HOMO and LUMO (spin up / spin down): 8.171 / 8.172 eV
LUMO (spin up / spin down): -0.035 / -0.035 Eh



The molecule C5H5ClN4O4 at a distorted geometry. Source: OMol25; level of theory: the ωB97M-V functional and the def2-TZVPD basis.

Structure (ORCA input):
```
! wB97M-V def2-TZVPD RIJCOSX def2/J DEFGRID3
* xyz 0 1
C -0.02747 -2.38407 -0.27350
C 1.39035 -1.70788 -0.25805
C -1.14331 -1.70217 -0.15967
C 0.92122 0.68163 0.56238
C -0.57689 0.52413 0.15734
N 1.67773 -0.52076 0.00905
N 1.36684 1.93531 0.16060
N -0.79391 0.87725 -1.21405
N -1.55699 0.96874 1.18296
O 0.18325 0.84812 -1.94152
O -2.66078 1.17596 0.79296
O -1.95752 1.03722 -1.59514
O -1.15259 0.98506 2.32032
Cl -2.74822 -1.50588 -0.16440
H -0.08717 -3.44885 -0.39848
H 2.12719 -2.44252 -0.65404
H 1.22403 0.64475 1.76087
H 2.34259 2.10455 0.59608
H 1.47162 1.92941 -0.88371
*
```

Properties
max |F|: 3.88 eV Å⁻¹
E_HOMO: -0.364 hartree
energy relative to the best compared isomer or geometry (same formula, charge and spin): 2.484 eV
gap between HOMO and LUMO: 8.445 eV
LUMO: -0.054 Eh



An isolated ion of composition C5H5ClN5 and charge +1 at a distorted geometry. Source: OMol25; level of theory: the ωB97M-V functional and the def2-TZVPD basis.

Structure (ORCA input):
```
! wB97M-V def2-TZVPD RIJCOSX def2/J DEFGRID3
* xyz 1 1
C -0.26090 0.94846 -2.43077
C 0.12631 -0.18086 -1.81900
C 0.20480 0.79935 0.37582
C -1.41698 3.00721 -1.57448
C 0.61966 -1.90702 2.59938
N -0.73833 2.03902 -1.80085
N 0.38708 0.19655 1.60551
N 0.35611 -1.50861 0.20392
N 0.45064 -1.05133 1.44100
N 0.25268 -0.29058 -0.45228
Cl -2.03431 4.27181 -0.90112
H -0.37395 0.85345 -3.52681
H 0.42028 -0.94444 -2.49944
H 0.49889 -2.99572 2.27218
H 1.56145 -1.69893 3.09660
H -0.05342 -1.53835 3.41034
*
```

Properties
max |F|: 6.93 eV Å⁻¹
E_HOMO: -0.478 hartree
gap between HOMO and LUMO: 7.834 eV
LUMO: -0.190 Eh



The molecule C5H5ClO2 at a distorted geometry. Source: OMol25; level of theory: the ωB97M-V functional and the def2-TZVPD basis.

Structure (ORCA input):
```
! wB97M-V def2-TZVPD RIJCOSX def2/J DEFGRID3
* xyz 0 1
C 1.06849 1.79026 0.00403
C 0.43596 0.45063 -0.04318
O -0.95016 0.40534 -0.05723
C -1.33263 -0.86525 0.01750
O -2.64264 -1.15698 -0.05469
C -0.26449 -1.72490 0.02192
C 0.86899 -0.83805 0.00810
Cl 2.54689 -1.33553 -0.04574
H 2.14962 1.66767 0.10471
H 0.81667 2.38977 -0.91333
H 0.73883 2.38143 0.87193
H -3.15658 -0.34562 -0.02510
H -0.27895 -2.81878 0.11107
*
```

Properties
max |F|: 1.77 eV Å⁻¹
E_HOMO: -0.299 hartree
energy relative to the best compared isomer or geometry (same formula, charge and spin): 0.268 eV
gap between HOMO and LUMO: 8.764 eV
LUMO: 0.023 Eh



The molecule C5H5ClO2 at a distorted geometry. Source: OMol25; level of theory: the ωB97M-V functional and the def2-TZVPD basis.

Structure (ORCA input):
```
! wB97M-V def2-TZVPD RIJCOSX def2/J DEFGRID3
* xyz 0 1
O 2.16838 -1.22714 -1.95578
C 1.25492 -0.81270 -1.26330
C 1.53503 0.04997 -0.07256
C 0.54810 0.33237 0.77936
Cl 0.80845 1.66281 1.87572
C -0.88015 -0.23179 0.85157
C -1.78110 0.45149 -0.17193
O -2.18863 -0.12569 -1.14665
H 0.16490 -0.87659 -1.50556
H 2.53257 0.56348 0.01788
H -1.21510 0.02394 1.84612
H -0.91665 -1.30895 0.73636
H -2.03072 1.49881 0.00877
*
```

Properties
max |F|: 1.42 eV Å⁻¹
E_HOMO: -0.370 hartree
energy relative to the best compared isomer or geometry (same formula, charge and spin): 1.141 eV
gap between HOMO and LUMO: 9.731 eV
LUMO: -0.013 Eh



The molecule C5H5ClOS at a distorted geometry. Source: OMol25; level of theory: the ωB97M-V functional and the def2-TZVPD basis.

Structure (ORCA input):
```
! wB97M-V def2-TZVPD RIJCOSX def2/J DEFGRID3
* xyz 0 1
C -1.94708 0.28806 0.82965
C -0.62491 0.16599 0.85393
Cl 0.09613 0.00903 2.40328
C 0.28174 0.11601 -0.27474
S 1.95642 0.06655 -0.17307
C -0.39734 0.02892 -1.65529
C -0.07415 -1.19781 -2.47858
O -1.39879 0.75050 -1.90872
H -2.49799 0.60197 -0.14027
H -2.46471 0.18052 1.80155
H -0.79967 -0.99894 -3.36243
H 0.97515 -1.35737 -2.91424
H -0.38893 -2.05551 -1.85120
*
```

Properties
max |F|: 3.94 eV Å⁻¹
E_HOMO: -0.337 hartree
energy relative to the best compared isomer or geometry (same formula, charge and spin): 1.443 eV
gap between HOMO and LUMO: 7.514 eV
LUMO: -0.061 Eh